# 1
{"formula": "C27H30F6N2O2", "method": "ωB97M-V/def2-TZVPD", "species": ["C", "N", "C", "C", "F", "F", "F", "C", "C", "C", "C", "C", "C", "C", "O", "C", "C", "C", "C", "C", "C", "O", "C", "C", "H", "H", "H", "H", "H", "H", "H", "H", "H", "H", "H", "H", "H", "H", "H", "H", "H", "H", "H", "H", "C", "N", "C", "C", "F", "F", "F", "C", "C", "C", "C", "C", "C", "H", "H", "H", "H", "H", "H", "H", "H", "H", "H"], "coordinates": [[4.51, -2.44, 1.22], [4.16, -1.97, 2.53], [5.13, -2.05, 3.60], [4.88, -3.33, 4.34], [5.68, -3.58, 5.40], [3.58, -3.34, 4.80], [4.98, -4.40, 3.47], [2.95, -1.37, 2.77], [2.93, -0.19, 3.55], [1.72, 0.33, 3.96], [0.52, -0.30, 3.61], [-0.71, 0.48, 3.88], [-1.13, 0.68, 5.12], [-1.97, -0.33, 5.80], [-2.39, -1.31, 5.18], [-2.30, -0.07, 7.25], [-1.15, 0.67, 7.96], [-1.48, 0.98, 9.43], [0.15, -0.15, 7.85], [-0.97, 2.05, 7.27], [-0.80, 1.98, 5.76], [-0.39, 2.95, 5.12], [0.54, -1.51, 2.88], [1.74, -1.97, 2.34], [4.23, -1.69, 0.47], [5.60, -2.62, 1.16], [3.97, -3.37, 0.97], [6.15, -2.05, 3.21], [4.98, -1.24, 4.33], [3.87, 0.30, 3.79], [1.70, 1.27, 4.51], [-0.73, 1.39, 3.27], [-2.50, -1.03, 7.73], [-3.21, 0.56, 7.28], [-2.39, 1.60, 9.50], [-1.65, 0.06, 10.02], [-0.65, 1.54, 9.89], [0.34, -0.39, 6.79], [1.00, 0.43, 8.25], [0.04, -1.10, 8.42], [-1.88, 2.65, 7.46], [-0.10, 2.57, 7.71], [-0.39, -2.05, 2.71], [1.79, -2.82, 1.65], [-5.99, -2.08, -0.63], [-5.80, -0.69, -0.30], [-6.86, 0.26, -0.61], [-6.45, 0.99, -1.84], [-7.32, 1.92, -2.30], [-5.24, 1.64, -1.63], [-6.21, 0.09, -2.86], [-4.62, -0.30, 0.25], [-4.53, 0.80, 1.15], [-3.54, 0.73, 2.13], [-2.54, -0.23, 2.05], [-2.43, -1.06, 0.94], [-3.48, -1.12, 0.04], [-5.59, -2.70, 0.19], [-7.05, -2.28, -0.74], [-5.46, -2.35, -1.55], [-7.77, -0.31, -0.82], [-7.00, 0.97, 0.21], [-5.27, 1.61, 1.12], [-3.53, 1.43, 2.97], [-1.77, -0.28, 2.87], [-1.54, -1.65, 0.74], [-3.40, -1.75, -0.87]], "largest_force_ev_per_a": 3.523, "lumo_ha": -0.0305, "smiles": "CN(CC(F)(F)F)c1ccc(C=C2C(=O)CC(C)(C)CC2=O)cc1.CN(CC(F)(F)F)c1ccccc1", "e_above_lowest_ev": 0.000}

***

# 2
{"formula": "C27H30GeIN3O2RuS3", "method": "ωB97M-V/def2-TZVPD", "species": ["Ru", "C", "Ge", "C", "C", "C", "H", "H", "H", "H", "H", "H", "H", "H", "H", "H", "I", "C", "C", "C", "C", "C", "N", "H", "H", "H", "H", "C", "C", "C", "C", "C", "C", "C", "C", "C", "C", "O", "O", "H", "H", "H", "H", "H", "H", "H", "H", "H", "H", "H", "S", "C", "S", "C", "N", "N", "C", "C", "C", "C", "C", "C", "S", "H", "H", "H", "H", "H"], "coordinates": [[0.11, 0.18, 0.37], [2.00, -3.27, -1.62], [0.40, -2.28, -2.07], [-0.94, -3.50, -2.79], [0.80, -0.91, -3.40], [-0.40, -1.49, -0.48], [2.43, -3.71, -2.53], [1.76, -4.08, -0.93], [2.74, -2.62, -1.16], [-0.55, -4.01, -3.68], [-1.84, -2.97, -3.07], [-1.19, -4.26, -2.05], [1.34, -1.35, -4.25], [1.44, -0.15, -2.97], [-0.12, -0.46, -3.77], [-1.14, -2.07, 0.07], [-3.15, 0.47, 0.75], [-2.28, 1.67, -0.69], [-3.03, 2.66, -1.31], [-2.41, 3.45, -2.27], [-1.08, 3.22, -2.58], [-0.40, 2.22, -1.91], [-1.00, 1.46, -0.98], [-4.07, 2.80, -1.04], [-2.97, 4.23, -2.76], [-0.56, 3.81, -3.32], [0.64, 2.00, -2.09], [0.35, 1.32, 8.56], [0.34, 1.11, 7.08], [-0.27, 0.00, 6.52], [-0.30, -0.21, 5.14], [-0.98, -1.45, 4.62], [0.29, 0.75, 4.31], [0.92, 1.88, 4.85], [1.60, 2.92, 3.99], [0.94, 2.03, 6.23], [0.23, 0.59, 2.85], [0.02, 1.56, 2.08], [0.38, -0.56, 2.30], [0.05, 0.42, 9.10], [-0.34, 2.12, 8.85], [1.34, 1.61, 8.91], [-0.74, -0.73, 7.16], [-1.54, -1.93, 5.42], [-0.26, -2.16, 4.22], [-1.67, -1.23, 3.81], [2.20, 2.47, 3.21], [2.24, 3.54, 4.62], [0.87, 3.56, 3.50], [1.45, 2.89, 6.65], [7.74, 1.26, -2.20], [6.24, 0.69, -1.81], [5.11, 1.71, -0.96], [3.92, 0.47, -1.03], [4.29, -0.61, -1.63], [5.61, -0.49, -2.05], [6.12, -1.65, -2.73], [7.48, -1.87, -2.87], [7.92, -3.02, -3.52], [7.03, -3.94, -4.03], [5.66, -3.71, -3.87], [5.20, -2.58, -3.23], [2.33, 0.72, -0.35], [8.18, -1.16, -2.48], [8.99, -3.17, -3.62], [7.38, -4.83, -4.53], [4.94, -4.42, -4.25], [4.15, -2.42, -3.11]], "largest_force_ev_per_a": 1.021, "s2": 6.0191, "lumo_ha": [-0.0144, -0.0462], "multiplicity": 5, "e_above_lowest_ev": 0.489}

***

# 3
{"formula": "C27H30HgN13O4S4Si", "method": "ωB97M-V/def2-TZVPD", "species": ["Hg", "O", "C", "S", "C", "C", "S", "S", "S", "N", "N", "C", "N", "N", "N", "O", "O", "H", "H", "H", "H", "H", "C", "N", "C", "N", "C", "N", "C", "C", "C", "C", "C", "C", "C", "N", "N", "C", "O", "C", "C", "C", "C", "C", "C", "N", "C", "N", "C", "N", "C", "H", "H", "H", "H", "H", "H", "H", "H", "H", "H", "H", "H", "H", "H", "H", "H", "C", "Si", "C", "C", "H", "H", "H", "H", "H", "H", "H", "H", "H"], "coordinates": [[-0.37, -0.63, 0.31], [1.75, -3.42, 5.88], [1.50, -2.50, 5.12], [0.44, -1.15, 5.50], [0.60, -0.24, 3.99], [1.40, -0.81, 3.06], [1.85, -0.25, 1.45], [2.16, -2.34, 3.50], [-0.30, 1.26, 3.99], [-0.03, 2.13, 0.87], [-0.82, 3.29, 0.83], [-1.99, 3.33, 0.17], [-2.79, 4.38, 0.47], [-2.27, 2.33, -0.66], [-3.35, 2.47, -1.47], [-3.93, 3.56, -1.63], [-3.67, 1.47, -2.08], [-0.07, 1.74, 1.83], [0.93, 2.39, 0.68], [-0.78, 3.87, 1.66], [-2.37, 5.16, 0.95], [-3.48, 4.59, -0.25], [4.09, -3.42, -3.33], [3.03, -3.18, -2.36], [2.16, -2.16, -2.26], [1.27, -2.41, -1.33], [1.65, -3.62, -0.86], [2.70, -4.14, -1.46], [5.23, -2.42, -3.32], [6.51, -2.84, -3.00], [7.57, -1.93, -3.08], [7.35, -0.62, -3.47], [6.06, -0.18, -3.79], [5.01, -1.11, -3.72], [5.80, 1.17, -4.17], [6.63, 2.15, -4.41], [5.91, 3.25, -4.70], [4.62, 2.91, -4.61], [4.49, 1.58, -4.29], [3.45, 3.68, -4.73], [3.48, 5.06, -5.09], [2.31, 5.78, -5.15], [1.07, 5.20, -4.87], [1.02, 3.84, -4.52], [-0.33, 3.22, -4.23], [-0.26, 1.96, -3.51], [0.24, 1.72, -2.29], [0.11, 0.45, -1.98], [-0.51, -0.06, -3.08], [-0.74, 0.81, -4.04], [2.18, 3.10, -4.46], [3.64, -3.46, -4.32], [4.47, -4.41, -3.09], [2.21, -1.27, -2.86], [1.14, -4.13, -0.05], [6.68, -3.85, -2.67], [8.57, -2.25, -2.83], [8.17, 0.08, -3.53], [4.01, -0.78, -4.00], [4.43, 5.53, -5.29], [2.35, 6.83, -5.43], [0.15, 5.79, -4.91], [-0.86, 3.00, -5.15], [-0.94, 3.92, -3.65], [0.68, 2.49, -1.68], [-0.78, -1.10, -3.17], [2.14, 2.05, -4.19], [-2.51, -1.99, 2.80], [-2.31, -1.93, 0.94], [-2.12, -3.71, 0.36], [-3.93, -1.30, 0.22], [-3.43, -2.53, 3.05], [-2.56, -0.98, 3.21], [-1.66, -2.48, 3.28], [-3.01, -4.29, 0.63], [-1.26, -4.19, 0.85], [-1.97, -3.78, -0.72], [-4.72, -2.05, 0.35], [-3.84, -1.08, -0.85], [-4.24, -0.38, 0.72]], "largest_force_ev_per_a": 0.441, "s2": 0.7919, "lumo_ha": [0.1457, 0.1454], "multiplicity": 2, "charge": -2}

***

Copy entry 3 word for word.
{"formula": "C27H30HgN13O4S4Si", "method": "ωB97M-V/def2-TZVPD", "species": ["Hg", "O", "C", "S", "C", "C", "S", "S", "S", "N", "N", "C", "N", "N", "N", "O", "O", "H", "H", "H", "H", "H", "C", "N", "C", "N", "C", "N", "C", "C", "C", "C", "C", "C", "C", "N", "N", "C", "O", "C", "C", "C", "C", "C", "C", "N", "C", "N", "C", "N", "C", "H", "H", "H", "H", "H", "H", "H", "H", "H", "H", "H", "H", "H", "H", "H", "H", "C", "Si", "C", "C", "H", "H", "H", "H", "H", "H", "H", "H", "H"], "coordinates": [[-0.37, -0.63, 0.31], [1.75, -3.42, 5.88], [1.50, -2.50, 5.12], [0.44, -1.15, 5.50], [0.60, -0.24, 3.99], [1.40, -0.81, 3.06], [1.85, -0.25, 1.45], [2.16, -2.34, 3.50], [-0.30, 1.26, 3.99], [-0.03, 2.13, 0.87], [-0.82, 3.29, 0.83], [-1.99, 3.33, 0.17], [-2.79, 4.38, 0.47], [-2.27, 2.33, -0.66], [-3.35, 2.47, -1.47], [-3.93, 3.56, -1.63], [-3.67, 1.47, -2.08], [-0.07, 1.74, 1.83], [0.93, 2.39, 0.68], [-0.78, 3.87, 1.66], [-2.37, 5.16, 0.95], [-3.48, 4.59, -0.25], [4.09, -3.42, -3.33], [3.03, -3.18, -2.36], [2.16, -2.16, -2.26], [1.27, -2.41, -1.33], [1.65, -3.62, -0.86], [2.70, -4.14, -1.46], [5.23, -2.42, -3.32], [6.51, -2.84, -3.00], [7.57, -1.93, -3.08], [7.35, -0.62, -3.47], [6.06, -0.18, -3.79], [5.01, -1.11, -3.72], [5.80, 1.17, -4.17], [6.63, 2.15, -4.41], [5.91, 3.25, -4.70], [4.62, 2.91, -4.61], [4.49, 1.58, -4.29], [3.45, 3.68, -4.73], [3.48, 5.06, -5.09], [2.31, 5.78, -5.15], [1.07, 5.20, -4.87], [1.02, 3.84, -4.52], [-0.33, 3.22, -4.23], [-0.26, 1.96, -3.51], [0.24, 1.72, -2.29], [0.11, 0.45, -1.98], [-0.51, -0.06, -3.08], [-0.74, 0.81, -4.04], [2.18, 3.10, -4.46], [3.64, -3.46, -4.32], [4.47, -4.41, -3.09], [2.21, -1.27, -2.86], [1.14, -4.13, -0.05], [6.68, -3.85, -2.67], [8.57, -2.25, -2.83], [8.17, 0.08, -3.53], [4.01, -0.78, -4.00], [4.43, 5.53, -5.29], [2.35, 6.83, -5.43], [0.15, 5.79, -4.91], [-0.86, 3.00, -5.15], [-0.94, 3.92, -3.65], [0.68, 2.49, -1.68], [-0.78, -1.10, -3.17], [2.14, 2.05, -4.19], [-2.51, -1.99, 2.80], [-2.31, -1.93, 0.94], [-2.12, -3.71, 0.36], [-3.93, -1.30, 0.22], [-3.43, -2.53, 3.05], [-2.56, -0.98, 3.21], [-1.66, -2.48, 3.28], [-3.01, -4.29, 0.63], [-1.26, -4.19, 0.85], [-1.97, -3.78, -0.72], [-4.72, -2.05, 0.35], [-3.84, -1.08, -0.85], [-4.24, -0.38, 0.72]], "largest_force_ev_per_a": 0.441, "s2": 0.7919, "lumo_ha": [0.1457, 0.1454], "multiplicity": 2, "charge": -2}